Record 1
C4H11NO | ωB97M-V with the def2-TZVPD basis set

Results
DFT total energy, Ha: -288.94216
Charge: 0
Relative energy (zero: lowest compared OMol25 entry of this formula, charge and spin), eV: 2.037
Kohn-Sham gap, Ha: 0.3493
E_LUMO, eV: 0.9

CARTESIAN COORDINATES (ANGSTROEM)
C (-0.30, -0.71, 2.08)
C (-1.59, -0.75, 1.75)
O (-2.20, -1.90, 1.33)
H (-0.09, 0.27, 2.49)
H (0.51, -1.30, 1.66)
H (-2.23, 0.10, 1.94)
H (-3.15, -1.79, 1.39)
C (1.81, 0.00, -0.99)
C (0.96, 1.14, -1.50)
N (-0.43, 0.97, -1.07)
H (1.79, -0.05, 0.10)
H (2.82, 0.02, -1.42)
H (1.41, -0.98, -1.27)
H (1.10, 1.26, -2.59)
H (1.32, 2.06, -1.02)
H (-0.74, 0.03, -1.31)
H (-1.00, 1.62, -1.59)

***

Record 2
C9H13N4S | ωB97M-V with the def2-TZVPD basis set

Results
Spin multiplicity: 3
⟨S²⟩: 2.025
DFT total energy, Ha: -967.44367
Charge: +1
Relative energy (zero: lowest compared OMol25 entry of this formula, charge and spin), eV: 2.766
Kohn-Sham gap (alpha / beta), Ha: 0.2303 / 0.2134
E_LUMO (alpha / beta), eV: -3.5 / -6.8

CARTESIAN COORDINATES (ANGSTROEM)
C (1.48, -0.20, -0.54)
C (1.04, -1.69, 1.24)
C (-2.67, -2.22, -0.10)
C (0.29, 0.30, -0.31)
C (-0.16, 1.72, -0.71)
C (-1.54, 2.17, -0.08)
C (-2.57, 1.04, -0.18)
C (-2.06, -0.17, 0.71)
C (-0.65, -0.53, 0.39)
N (-0.09, -1.21, 1.50)
N (-2.95, -1.24, 0.54)
N (1.75, -1.45, 0.01)
N (1.94, -2.58, -0.92)
S (-1.01, -2.20, -0.87)
H (2.31, 0.16, -1.19)
H (1.47, -2.37, 1.95)
H (-3.28, -3.01, -0.60)
H (0.54, 2.50, -0.43)
H (-0.20, 1.80, -1.87)
H (-1.31, 2.51, 1.09)
H (-1.96, 2.96, -0.79)
H (-3.56, 1.21, 0.21)
H (-2.72, 0.65, -1.17)
H (-2.25, 0.27, 1.70)
H (1.79, -2.29, -1.86)
H (1.07, -3.22, -1.02)
H (2.92, -3.14, -0.82)

***

Record 3
C3H5F | ωB97M-V with the def2-TZVPD basis set

Results
DFT total energy, Ha: -217.04192
Charge: 0
Relative energy (zero: lowest compared OMol25 entry of this formula, charge and spin), eV: 2.619
Kohn-Sham gap, Ha: 0.4213
E_LUMO, eV: 0.9

CARTESIAN COORDINATES (ANGSTROEM)
C (0.21, -1.59, 1.95)
C (1.12, -0.98, 1.46)
F (2.19, -0.39, 1.08)
H (-0.43, -2.29, 2.19)
C (-0.60, 1.07, -1.38)
H (-1.22, 1.12, -2.19)
H (-1.30, 0.80, -0.50)
H (0.14, 0.31, -1.53)
H (-0.10, 1.93, -1.07)

***

Record 4
C20H50LaNO2P2Si4Te | ωB97M-V with the def2-TZVPD basis set

Results
DFT total energy, Ha: -3137.10682
Charge: +2
Relative energy (zero: lowest compared OMol25 entry of this formula, charge and spin), eV: 2.837
Kohn-Sham gap, Ha: 0.2033
E_LUMO, eV: -6.1

CARTESIAN COORDINATES (ANGSTROEM)
La (0.20, 0.82, -0.64)
P (-3.32, 0.10, -2.90)
C (-2.38, 1.24, -3.99)
C (-0.87, 1.33, -4.19)
N (0.04, 1.20, -3.17)
C (1.35, 1.41, -3.45)
C (1.81, 1.82, -4.69)
C (0.90, 1.95, -5.73)
C (-0.44, 1.70, -5.46)
C (2.37, 1.26, -2.30)
P (2.58, -0.46, -1.59)
H (-1.19, 1.81, -6.25)
H (2.87, 2.03, -4.81)
H (1.22, 2.25, -6.72)
H (3.39, 1.43, -2.68)
H (2.24, 2.07, -1.53)
H (-2.79, 1.06, -4.93)
H (-2.73, 2.26, -3.70)
H (1.08, -3.80, -4.79)
O (0.63, -3.01, -4.59)
H (0.46, -2.61, -5.45)
H (-3.57, -1.25, -3.19)
O (-2.05, -0.85, -2.23)
H (-1.42, -1.21, -2.88)
C (2.87, -1.43, -3.09)
H (3.32, -0.78, -3.85)
H (3.57, -2.24, -2.85)
H (1.94, -1.87, -3.50)
C (4.23, -0.39, -0.82)
H (4.18, -0.50, 0.28)
H (4.83, -1.22, -1.22)
H (4.72, 0.56, -1.07)
C (-3.79, 0.87, -1.34)
H (-4.75, 1.40, -1.44)
H (-3.88, 0.14, -0.53)
H (-3.05, 1.64, -1.03)
C (-5.00, 0.15, -3.75)
H (-5.64, -0.65, -3.35)
H (-5.50, 1.12, -3.58)
H (-4.87, -0.02, -4.83)
C (-2.98, -1.20, 1.56)
Si (-1.66, -1.40, 2.89)
C (-2.23, -0.50, 4.45)
C (-1.43, -3.24, 3.26)
Si (0.39, -0.58, 2.17)
Te (0.96, -2.06, 0.13)
Si (0.29, 1.76, 2.26)
C (0.23, 2.40, 4.01)
C (1.81, 2.36, 1.31)
C (-1.24, 2.39, 1.32)
Si (1.92, -1.13, 3.83)
C (1.24, -0.74, 5.55)
C (2.31, -2.97, 3.74)
C (3.49, -0.13, 3.54)
H (-3.77, -1.94, 1.76)
H (-2.60, -1.39, 0.55)
H (-3.43, -0.20, 1.60)
H (-3.28, -0.80, 4.61)
H (-1.65, -0.78, 5.34)
H (-2.21, 0.59, 4.34)
H (-0.96, -3.77, 2.42)
H (-0.83, -3.41, 4.16)
H (-2.43, -3.66, 3.42)
H (1.20, 2.26, 4.53)
H (0.02, 3.48, 3.96)
H (-0.55, 1.93, 4.62)
H (2.36, 1.62, 0.69)
H (1.58, 3.25, 0.70)
H (2.51, 2.66, 2.10)
H (-1.02, 2.94, 0.38)
H (-2.04, 1.65, 1.14)
H (-1.65, 3.14, 2.01)
H (0.41, -1.41, 5.82)
H (2.06, -0.92, 6.26)
H (0.91, 0.29, 5.67)
H (2.52, -3.30, 2.71)
H (3.20, -3.15, 4.35)
H (1.49, -3.59, 4.13)
H (3.84, -0.17, 2.50)
H (3.37, 0.93, 3.82)
H (4.28, -0.56, 4.18)

***

Record 5
C16H23N2O6PS | ωB97M-V with the def2-TZVPD basis set

Results
DFT total energy, Ha: -1923.89247
Charge: 0
Kohn-Sham gap, Ha: 0.2997
E_LUMO, eV: -0.4

CARTESIAN COORDINATES (ANGSTROEM)
N (2.57, 1.17, 3.41)
P (1.39, 2.18, 3.16)
C (1.97, 3.50, 2.03)
C (2.76, 3.11, 0.98)
C (3.28, 4.04, 0.09)
C (2.97, 5.34, 0.32)
C (2.13, 5.74, 1.38)
C (1.62, 4.82, 2.24)
C (1.98, 7.27, 1.28)
O (1.07, 7.99, 1.57)
N (3.25, 7.65, 0.64)
S (4.41, 7.56, 1.92)
C (3.36, 6.63, -0.41)
O (3.64, 6.85, -1.55)
H (2.26, 0.25, 3.11)
H (0.24, 1.59, 2.59)
H (0.99, 2.85, 4.35)
H (3.02, 2.06, 0.84)
H (3.92, 3.77, -0.75)
H (0.98, 5.14, 3.06)
H (4.72, 6.24, 2.08)
C (-1.84, -1.72, 0.66)
C (-0.67, -2.58, 0.22)
O (0.58, -1.99, 0.61)
C (1.13, -2.12, 1.82)
C (0.30, -2.71, 2.95)
O (2.24, -1.71, 2.02)
H (-1.88, -1.61, 1.74)
H (-2.78, -2.16, 0.32)
H (-1.74, -0.72, 0.24)
H (-0.74, -3.61, 0.59)
H (-0.65, -2.64, -0.86)
H (-0.12, -1.89, 3.54)
H (0.96, -3.30, 3.58)
H (-0.49, -3.37, 2.62)
C (-4.92, -4.01, -4.20)
C (-3.52, -3.45, -4.35)
O (-2.79, -3.52, -3.12)
C (-2.14, -4.61, -2.70)
C (-2.37, -5.93, -3.40)
O (-1.44, -4.54, -1.72)
H (-4.91, -5.06, -3.92)
H (-5.48, -3.91, -5.13)
H (-5.46, -3.48, -3.41)
H (-2.97, -3.92, -5.16)
H (-3.58, -2.39, -4.60)
H (-3.11, -6.50, -2.84)
H (-1.43, -6.47, -3.41)
H (-2.69, -5.83, -4.43)

***

Record 6
C36H34F18O20Zr | ωB97M-V with the def2-TZVPD basis set

Results
DFT total energy, Ha: -4741.58077
Charge: 0
Relative energy (zero: lowest compared OMol25 entry of this formula, charge and spin), eV: 0.000
Kohn-Sham gap, Ha: 0.2244
E_LUMO, eV: -1.8

CARTESIAN COORDINATES (ANGSTROEM)
Zr (0.25, 0.68, 1.00)
C (-3.30, 0.78, 3.47)
C (-2.32, 0.50, 2.50)
C (-1.66, -0.94, 2.59)
O (-0.68, -1.06, 1.78)
C (-2.02, -1.94, 3.48)
C (-3.14, -1.64, 4.29)
C (-3.72, -0.26, 4.32)
O (-4.64, 0.06, 5.10)
O (-3.71, -2.63, 4.79)
O (-1.66, 1.30, 1.75)
H (-3.65, 1.78, 3.63)
H (-1.74, -2.95, 3.26)
C (-0.33, 2.37, -0.65)
C (0.94, 2.83, -0.29)
C (2.08, 1.81, -0.89)
O (2.12, 0.87, -0.07)
C (1.85, 1.42, -2.29)
C (0.57, 1.33, -2.79)
C (-0.52, 1.57, -1.79)
O (-0.98, 0.53, -1.17)
O (0.35, 1.27, -4.03)
O (0.90, 2.73, 0.98)
H (-1.25, 2.80, -0.25)
H (2.69, 1.35, -2.97)
C (1.68, -4.69, 3.06)
C (1.63, -3.19, 3.03)
O (2.94, -2.64, 2.72)
C (3.11, -1.42, 2.35)
O (2.21, -0.64, 2.15)
C (4.57, -0.91, 2.38)
F (4.81, -0.20, 1.27)
F (4.78, -0.09, 3.40)
F (5.41, -1.94, 2.43)
H (2.24, -5.18, 3.87)
H (2.09, -5.15, 2.16)
H (0.72, -5.18, 3.26)
H (1.42, -2.85, 4.04)
H (0.87, -2.76, 2.38)
C (-1.90, 2.01, 6.38)
C (-0.82, 1.13, 5.74)
O (0.27, 1.97, 5.31)
C (0.95, 1.91, 4.22)
O (0.58, 1.33, 3.22)
C (2.25, 2.74, 4.33)
F (2.45, 3.10, 5.59)
F (3.29, 2.05, 3.93)
F (2.08, 3.84, 3.60)
H (-1.48, 2.74, 7.06)
H (-2.56, 1.35, 6.94)
H (-2.50, 2.52, 5.63)
H (-1.12, 0.47, 4.94)
H (-0.33, 0.43, 6.42)
C (-5.94, -3.48, 1.51)
C (-4.96, -2.34, 1.31)
O (-5.16, -1.83, -0.02)
C (-4.25, -1.07, -0.58)
O (-3.15, -0.94, -0.11)
C (-4.62, -0.59, -2.00)
F (-4.37, 0.72, -2.06)
F (-3.86, -1.24, -2.88)
F (-5.88, -0.79, -2.40)
H (-6.91, -3.24, 1.07)
H (-6.25, -3.62, 2.55)
H (-5.53, -4.40, 1.09)
H (-3.95, -2.70, 1.47)
H (-5.24, -1.50, 1.96)
C (-1.96, -4.79, -0.17)
C (-1.34, -3.43, -0.43)
O (0.02, -3.62, -0.85)
C (0.94, -2.72, -0.71)
O (0.72, -1.62, -0.27)
C (2.34, -3.10, -1.19)
F (2.36, -4.25, -1.84)
F (2.83, -2.14, -1.99)
F (3.16, -3.15, -0.13)
H (-1.42, -5.35, 0.60)
H (-2.06, -5.33, -1.11)
H (-2.94, -4.70, 0.32)
H (-1.35, -2.92, 0.54)
H (-1.85, -2.86, -1.20)
C (-2.32, 4.17, -6.20)
C (-2.71, 3.73, -4.79)
O (-2.80, 4.90, -3.96)
C (-3.00, 4.83, -2.69)
O (-3.13, 3.76, -2.13)
C (-3.07, 6.11, -1.86)
F (-3.92, 6.00, -0.85)
F (-1.83, 6.40, -1.44)
F (-3.45, 7.14, -2.65)
H (-2.11, 3.31, -6.83)
H (-1.39, 4.72, -6.04)
H (-3.03, 4.86, -6.64)
H (-1.96, 3.07, -4.35)
H (-3.61, 3.13, -4.69)
C (4.80, -0.32, -4.30)
C (6.02, -0.74, -5.13)
O (6.57, 0.42, -5.75)
C (7.87, 0.55, -5.84)
O (8.72, -0.27, -5.70)
C (8.22, 2.01, -6.29)
F (7.35, 2.95, -5.92)
F (9.44, 2.31, -5.83)
F (8.23, 2.01, -7.63)
H (5.04, 0.09, -3.32)
H (4.05, -1.10, -4.13)
H (4.16, 0.39, -4.83)
H (5.69, -1.55, -5.79)
H (6.74, -1.21, -4.47)

***

Record 7
C37H35N7O4 | ωB97M-V with the def2-TZVPD basis set

Results
DFT total energy, Ha: -2114.92405
Charge: 0
Kohn-Sham gap, Ha: 0.3279
E_LUMO, eV: -0.8

CARTESIAN COORDINATES (ANGSTROEM)
O (-12.95, -1.29, 18.66)
N (-11.88, -0.82, 18.99)
O (-11.08, -1.36, 19.77)
C (-11.57, 0.50, 18.49)
C (-10.51, 1.24, 19.03)
C (-10.22, 2.50, 18.51)
C (-11.00, 3.00, 17.45)
C (-12.02, 2.26, 16.88)
C (-12.29, 0.98, 17.39)
H (-9.86, 0.87, 19.82)
H (-9.49, 3.12, 18.98)
H (-10.86, 3.99, 17.11)
H (-12.55, 2.66, 16.01)
H (-13.00, 0.36, 16.87)
O (-5.36, 0.55, 13.59)
N (-4.98, 0.81, 14.70)
O (-4.85, 1.92, 15.17)
C (-4.66, -0.29, 15.52)
C (-4.08, -0.12, 16.73)
C (-3.78, -1.22, 17.52)
C (-4.16, -2.51, 17.13)
C (-4.76, -2.65, 15.92)
C (-4.97, -1.57, 15.11)
H (-3.85, 0.88, 17.05)
H (-3.33, -0.97, 18.49)
H (-3.95, -3.33, 17.80)
H (-5.02, -3.65, 15.54)
H (-5.39, -1.67, 14.13)
C (-13.73, -3.07, 16.15)
C (-12.62, -2.86, 15.36)
C (-12.69, -1.72, 14.61)
N (-13.72, -0.85, 14.48)
C (-14.72, -1.05, 15.36)
C (-14.81, -2.18, 16.15)
H (-13.74, -4.02, 16.71)
H (-11.75, -3.51, 15.23)
H (-11.84, -1.37, 14.00)
H (-15.59, -0.38, 15.27)
H (-15.49, -2.44, 16.96)
C (-7.21, -3.94, 19.32)
C (-6.51, -4.75, 18.44)
C (-7.29, -5.66, 17.62)
N (-8.58, -5.75, 17.63)
C (-9.26, -4.88, 18.48)
C (-8.58, -3.97, 19.29)
H (-6.71, -3.21, 19.96)
H (-5.42, -4.72, 18.38)
H (-6.78, -6.25, 16.90)
H (-10.37, -4.98, 18.54)
H (-9.04, -3.16, 19.78)
C (-8.83, 3.53, 14.11)
C (-8.00, 4.12, 15.05)
C (-8.36, 5.31, 15.60)
N (-9.54, 5.91, 15.31)
C (-10.30, 5.32, 14.39)
C (-10.07, 4.09, 13.81)
H (-8.44, 2.62, 13.61)
H (-7.03, 3.68, 15.27)
H (-7.73, 5.81, 16.30)
H (-11.29, 5.79, 14.16)
H (-10.70, 3.63, 13.06)
C (-7.36, 1.37, 17.72)
C (-7.35, 0.09, 18.30)
C (-6.95, 0.05, 19.63)
N (-6.50, 1.05, 20.40)
C (-6.44, 2.23, 19.78)
C (-6.86, 2.41, 18.49)
H (-7.66, 1.60, 16.69)
H (-7.73, -0.79, 17.79)
H (-7.03, -0.88, 20.19)
H (-6.14, 3.07, 20.34)
H (-6.76, 3.41, 18.11)
C (-8.68, -2.90, 15.54)
C (-9.23, -1.92, 16.34)
C (-9.34, -0.62, 15.81)
N (-9.01, -0.32, 14.56)
C (-8.35, -1.26, 13.89)
C (-8.11, -2.51, 14.35)
H (-8.75, -3.93, 15.89)
H (-9.63, -2.15, 17.31)
H (-10.01, 0.09, 16.28)
H (-7.94, -0.94, 12.95)
H (-7.69, -3.28, 13.69)

***

Record 8
C11H22N2O3 | ωB97M-V with the def2-TZVPD basis set

Results
DFT total energy, Ha: -767.28048
Charge: 0
Relative energy (zero: lowest compared OMol25 entry of this formula, charge and spin), eV: 9.786
Kohn-Sham gap, Ha: 0.3684
E_LUMO, eV: 0.3

CARTESIAN COORDINATES (ANGSTROEM)
C (3.06, 2.60, -1.97)
C (1.54, 3.30, -1.79)
C (0.81, 2.38, -0.78)
C (1.87, 2.25, 0.24)
C (0.47, 0.86, -1.02)
N (-0.10, 0.49, -2.52)
C (-0.64, 0.29, 0.03)
O (-1.70, 0.76, 0.69)
N (-0.38, -1.07, 0.24)
C (-1.35, -2.03, 0.74)
C (-2.69, -1.68, -0.05)
O (-3.94, -1.63, 0.34)
O (-2.59, -1.07, -1.31)
C (-1.40, -2.12, 2.25)
C (-0.03, -2.16, 2.67)
C (-2.35, -3.41, 2.46)
H (3.80, 3.13, -2.66)
H (3.50, 2.52, -1.01)
H (3.24, 1.57, -2.53)
H (1.63, 4.23, -1.28)
H (1.03, 3.24, -2.90)
H (-0.08, 3.12, -0.47)
H (2.86, 1.96, -0.20)
H (1.63, 1.44, 1.07)
H (2.01, 3.18, 0.76)
H (1.29, 0.20, -0.81)
H (0.53, 1.03, -3.31)
H (-0.99, 0.94, -2.68)
H (0.17, -1.45, -0.57)
H (-0.97, -2.95, 0.17)
H (-1.75, -0.73, -1.83)
H (-1.74, -1.18, 2.34)
H (0.31, -2.85, 3.75)
H (0.57, -2.75, 1.68)
H (0.26, -1.05, 2.81)
H (-3.04, -3.45, 3.40)
H (-2.96, -3.53, 1.52)
H (-1.87, -4.39, 2.50)

***

Record 9
C6H15NO2P | ωB97M-V with the def2-TZVPD basis set

Results
DFT total energy, Ha: -784.25013
Charge: -1
Relative energy (zero: lowest compared OMol25 entry of this formula, charge and spin), eV: 1.049
Kohn-Sham gap, Ha: 0.2944
E_LUMO, eV: 3.8

CARTESIAN COORDINATES (ANGSTROEM)
C (-2.50, -1.61, 0.27)
C (-3.14, 0.90, 0.19)
C (3.60, -0.03, -0.22)
C (1.70, 1.69, 0.05)
C (-2.01, -0.15, 0.47)
C (2.13, 0.37, -0.55)
N (-0.94, 0.23, -0.37)
O (1.27, -1.25, 1.40)
O (1.09, -2.07, -1.06)
P (1.03, -0.95, -0.05)
H (-3.11, -1.89, 1.19)
H (-3.24, -1.65, -0.55)
H (-1.65, -2.29, 0.04)
H (-2.64, 1.82, -0.12)
H (-3.97, 1.14, 0.89)
H (-3.68, 0.36, -0.62)
H (3.86, -1.14, -0.39)
H (4.47, 0.67, -0.54)
H (3.83, -0.15, 0.88)
H (0.60, 1.93, -0.34)
H (2.50, 2.32, -0.16)
H (1.51, 1.59, 1.14)
H (-1.56, -0.11, 1.40)
H (1.92, 0.43, -1.58)
H (-1.06, -0.14, -1.36)